Entry 1:
Here is C13H31MgNOSbSe2 as an isolated structure from OMol25. Energies are from ωB97M-V/def2-TZVPD.

Atoms and positions in Å:
Mg -1.154 0.159 0.574
C -0.952 -2.801 -2.411
Se -1.694 -1.103 -1.834
C -3.412 -1.701 -1.131
C -3.289 -2.797 -0.086
Se -2.036 -2.334 1.339
C -3.237 -2.405 2.860
H -1.559 -3.181 -3.228
H -0.894 -3.521 -1.599
H 0.049 -2.585 -2.774
H -4.045 -2.014 -1.960
H -3.830 -0.788 -0.706
H -2.954 -3.734 -0.523
H -4.258 -2.982 0.378
H -3.633 -3.413 2.943
H -4.040 -1.680 2.758
H -2.644 -2.178 3.742
N -1.396 1.844 4.237
C -1.561 1.363 3.006
O -0.713 0.578 2.528
C -2.806 1.763 2.242
C -2.653 1.648 0.721
H -0.598 1.559 4.780
H -2.059 2.488 4.632
H -3.121 2.747 2.609
H -3.572 1.063 2.599
H -2.243 2.586 0.331
H -3.641 1.549 0.271
C 3.885 2.875 -0.690
C 2.370 2.784 -0.546
Sb 1.585 0.808 -0.381
C 3.190 -0.303 0.493
C 4.262 -0.824 -0.456
C 1.668 0.151 -2.424
C 2.755 0.721 -3.327
H 4.206 3.917 -0.710
H 4.239 2.407 -1.608
H 4.399 2.396 0.145
H 1.853 3.233 -1.397
H 2.037 3.332 0.336
H 2.718 -1.126 1.033
H 3.628 0.341 1.259
H 3.838 -1.442 -1.249
H 4.983 -1.440 0.083
H 4.814 -0.013 -0.930
H 0.684 0.388 -2.836
H 1.730 -0.940 -2.377
H 2.691 1.808 -3.391
H 2.653 0.334 -4.342
H 3.756 0.466 -2.980

Calculated values
- HOMO energy: -10.88 eV
- Total charge: +1
- ΔE to the lowest compared entry with this formula, charge and spin: 15.3 kJ/mol
- LUMO: -0.0769 Eh


Entry 2:
Here is C39H47N5O3RuTe2 as an isolated structure from OMol25. Energies are from ωB97M-V/def2-TZVPD.

Atoms and positions in Å:
Ru -0.104 -2.325 -0.041
O -2.081 -2.454 0.497
N -2.253 -2.663 1.753
N -1.199 -2.933 2.390
O 0.003 -3.070 1.812
C -1.242 -3.058 3.818
C -0.583 -4.121 4.413
C -0.605 -4.225 5.793
C -1.277 -3.277 6.555
C -1.927 -2.217 5.939
C -1.907 -2.097 4.558
H -0.063 -4.843 3.799
H -0.101 -5.051 6.277
H -1.291 -3.365 7.633
H -2.446 -1.479 6.534
H -2.404 -1.278 4.054
C 1.879 -1.065 -6.970
C 1.983 -1.223 -5.479
C 3.206 -1.107 -4.830
C 3.326 -1.229 -3.451
C 4.680 -1.088 -2.812
C 2.171 -1.485 -2.700
Te 2.322 -1.740 -0.623
C 0.925 -1.580 -3.328
C -0.348 -1.847 -2.576
C 0.851 -1.453 -4.710
H 2.847 -1.193 -7.450
H 1.510 -0.070 -7.228
H 1.186 -1.790 -7.396
H 4.098 -0.920 -5.418
H 5.441 -0.895 -3.567
H 4.963 -1.991 -2.268
H 4.695 -0.264 -2.094
H -0.364 -1.260 -1.614
H -0.487 -2.911 -2.413
H -1.214 -1.479 -3.119
H -0.116 -1.536 -5.198
C 1.612 -0.573 2.577
C 0.397 -0.063 1.862
O 0.015 1.166 2.350
N -0.256 -0.469 0.868
Te -1.497 1.632 1.154
C -1.482 3.628 1.959
C -1.891 4.644 1.085
C -2.269 4.410 -0.357
C -1.988 5.950 1.556
C -1.731 6.271 2.878
C -1.822 7.685 3.376
C -1.417 5.232 3.744
C -1.298 3.913 3.325
C -1.046 2.879 4.394
C -0.511 1.997 -0.663
C -1.134 1.450 -1.792
C -2.468 0.748 -1.724
C -0.493 1.575 -3.017
C 0.741 2.198 -3.134
C 1.443 2.285 -4.459
C 1.318 2.740 -1.992
C 0.711 2.667 -0.743
C 1.379 3.341 0.427
H 1.584 -0.280 3.625
H 2.494 -0.114 2.120
H 1.693 -1.651 2.494
H -2.879 3.512 -0.487
H -1.401 4.319 -1.010
H -2.872 5.242 -0.717
H -2.292 6.731 0.867
H -2.219 8.350 2.611
H -0.837 8.054 3.666
H -2.465 7.749 4.254
H -1.271 5.453 4.796
H -1.117 3.347 5.374
H -0.069 2.416 4.300
H -1.792 2.080 4.357
H -2.469 -0.077 -1.002
H -2.730 0.332 -2.697
H -3.271 1.435 -1.450
H -0.958 1.152 -3.901
H 0.865 1.799 -5.244
H 2.417 1.795 -4.408
H 1.607 3.325 -4.744
H 2.277 3.240 -2.070
H 2.423 3.540 0.194
H 1.334 2.748 1.336
H 0.895 4.298 0.642
C 1.690 -5.458 0.356
C 0.417 -5.411 -0.404
N -0.322 -4.349 -0.678
C -1.454 -4.802 -1.333
C -1.382 -6.146 -1.474
N -0.196 -6.514 -0.883
H 2.197 -4.501 0.284
H 2.344 -6.240 -0.031
H 1.496 -5.658 1.411
H -2.239 -4.130 -1.631
H -2.051 -6.858 -1.923
H 0.166 -7.449 -0.812

Calculated values
- HOMO energy (spin up / spin down): -9.73 / -9.80 eV
- Total charge: +1
- Multiplicity: 2
- ΔE to the lowest compared entry with this formula, charge and spin: 0.0 kJ/mol
- LUMO (spin up / spin down): -0.0827 / -0.1385 Eh


Entry 3:
Here is a 2-piece molecular cluster, C2H5FIN overall in a non-equilibrium geometry from OMol25. Energies are from ωB97M-V/def2-TZVPD.

Atoms and positions in Å:
C -0.644 1.039 0.042
C 0.699 0.496 -0.098
N 0.336 -1.602 -0.629
F 1.460 -2.105 0.037
I -1.317 -2.277 0.447
H -1.009 1.305 1.090
H -0.843 1.829 -0.637
H -1.369 0.206 -0.138
H 1.450 0.771 -0.917
H 1.238 0.338 0.803

Calculated values
- HOMO energy (spin up / spin down): -8.76 / -8.77 eV
- ΔE to the lowest compared entry with this formula, charge and spin: 479.1 kJ/mol
- LUMO (spin up / spin down): -0.0137 / -0.0137 Eh


Entry 4:
Here is C37H95F6MnN8O15S2 as an isolated structure in a non-equilibrium geometry from OMol25. Energies are from ωB97M-V/def2-TZVPD.

Atoms and positions in Å:
Mn 1.678 0.066 2.798
C 4.125 -0.859 -0.251
C 4.583 -0.913 1.189
C 5.833 -0.054 1.307
O 3.604 -0.629 2.130
H 3.872 0.148 -0.590
H 3.238 -1.472 -0.426
H 4.888 -1.258 -0.925
H 4.966 -1.931 1.382
H 6.492 -0.282 2.148
H 5.581 1.000 1.489
H 6.382 0.029 0.366
C -1.578 2.991 4.507
F -0.608 2.927 5.442
F -2.742 3.194 5.092
F -1.256 4.022 3.713
S -1.484 1.292 3.605
O -0.100 1.090 3.212
O -1.952 0.335 4.574
O -2.431 1.410 2.501
C 0.632 1.153 -1.579
F 1.950 1.318 -1.583
F 0.000 2.247 -1.173
F 0.206 0.792 -2.784
S 0.078 -0.238 -0.398
O 0.566 -1.492 -0.970
O 0.739 0.112 0.863
O -1.359 -0.132 -0.345
C -1.403 2.441 -4.815
C -2.429 1.334 -4.696
C -3.858 1.866 -4.613
O -3.991 2.691 -3.470
C -5.275 3.207 -3.253
N -2.233 0.415 -5.790
H -0.428 1.960 -4.886
H -1.392 3.074 -3.928
H -1.670 3.035 -5.692
H -2.198 0.648 -3.873
H -4.587 1.046 -4.639
H -4.136 2.405 -5.531
H -5.535 3.806 -4.135
H -5.350 3.880 -2.399
H -6.044 2.444 -3.094
H -1.892 0.937 -6.590
H -3.019 -0.163 -6.054
C -2.479 4.411 -1.034
C -2.783 3.702 0.254
C -3.758 4.521 1.072
O -4.209 3.823 2.213
C -5.050 4.610 3.054
N -3.278 2.342 -0.053
H -1.886 5.331 -0.969
H -3.353 4.677 -1.632
H -1.854 3.766 -1.653
H -1.900 3.531 0.875
H -4.556 4.881 0.405
H -3.269 5.460 1.369
H -5.929 4.899 2.472
H -4.432 5.432 3.424
H -5.327 3.940 3.865
H -2.496 1.859 -0.498
H -3.749 2.403 -0.963
C -4.639 -0.374 -1.989
C -4.642 -1.337 -0.790
C -3.890 -2.649 -0.990
O -3.730 -3.405 0.188
C -2.966 -4.568 -0.095
N -4.066 -0.545 0.317
H -5.197 0.527 -1.747
H -4.992 -0.782 -2.943
H -3.608 -0.117 -2.252
H -5.688 -1.595 -0.579
H -2.905 -2.392 -1.408
H -4.364 -3.278 -1.757
H -2.956 -5.201 0.794
H -1.919 -4.303 -0.248
H -3.421 -5.143 -0.904
H -3.840 -1.292 0.978
H -3.124 -0.435 -0.084
C 4.316 2.330 5.581
C 3.158 2.140 4.631
C 3.485 2.544 3.167
O 2.370 2.082 2.416
C 1.748 3.075 1.638
N 2.574 0.794 4.764
H 4.202 1.853 6.556
H 4.582 3.380 5.696
H 5.143 1.762 5.135
H 2.408 2.859 4.975
H 4.361 2.050 2.748
H 3.544 3.630 3.247
H 2.541 3.459 0.985
H 1.450 3.967 2.202
H 0.885 2.604 1.176
H 3.400 0.188 4.821
H 2.312 0.681 5.742
C 1.486 -6.099 1.119
C 2.682 -5.265 1.501
C 3.857 -5.216 0.506
O 3.686 -4.356 -0.585
C 4.723 -4.377 -1.538
N 2.087 -3.915 1.685
H 0.808 -6.001 1.967
H 1.734 -7.147 0.925
H 1.006 -5.765 0.199
H 3.172 -5.573 2.427
H 4.021 -6.226 0.105
H 4.741 -4.934 1.091
H 4.329 -3.839 -2.399
H 5.010 -5.367 -1.908
H 5.584 -3.866 -1.098
H 2.872 -3.266 1.813
H 1.814 -3.614 0.746
C -0.708 -2.576 -4.233
C -0.257 -3.660 -3.275
C -0.334 -5.062 -3.872
O -0.094 -6.014 -2.812
C -0.360 -7.347 -3.167
N 1.165 -3.321 -2.971
H -1.722 -2.822 -4.568
H 0.000 -2.494 -5.054
H -0.808 -1.643 -3.679
H -0.722 -3.611 -2.287
H 0.486 -5.212 -4.582
H -1.303 -5.319 -4.309
H -0.458 -7.941 -2.257
H 0.470 -7.800 -3.720
H -1.291 -7.425 -3.735
H 1.075 -2.577 -2.270
H 1.507 -4.125 -2.450
C -1.095 -2.580 2.475
C -0.335 -2.390 3.762
C -0.228 -3.658 4.612
O 0.277 -3.243 5.889
C -0.066 -4.126 6.928
N 1.023 -1.889 3.417
H -0.722 -3.381 1.834
H -1.124 -1.684 1.857
H -2.134 -2.835 2.698
H -0.807 -1.607 4.356
H 0.446 -4.355 4.103
H -1.203 -4.126 4.769
H 0.399 -5.098 6.722
H -1.141 -4.272 7.066
H 0.347 -3.820 7.889
H 1.593 -1.946 4.257
H 1.329 -2.564 2.704
C 3.922 4.296 -2.710
C 2.893 5.404 -2.497
C 1.534 5.153 -3.167
O 0.501 5.964 -2.637
C 0.458 7.288 -3.138
N 2.675 5.661 -1.063
H 3.533 3.335 -2.362
H 4.829 4.389 -2.113
H 4.171 4.210 -3.767
H 3.257 6.377 -2.843
H 1.271 4.098 -3.071
H 1.517 5.419 -4.231
H 0.468 7.336 -4.228
H 1.348 7.772 -2.716
H -0.379 7.805 -2.673
H 1.771 6.072 -0.876
H 2.728 4.778 -0.568

Calculated values
- HOMO energy (spin up / spin down): -5.27 / -5.54 eV
- Total charge: -1
- Multiplicity: 6
- ΔE to the lowest compared entry with this formula, charge and spin: 0.0 kJ/mol
- LUMO (spin up / spin down): 0.0820 / 0.0818 Eh


Entry 5:
Here is C16H23N3O4S as an isolated structure in a non-equilibrium geometry from OMol25. Energies are from ωB97M-V/def2-TZVPD.

Atoms and positions in Å:
C -5.944 -1.132 0.262
H -6.839 -0.778 0.408
H -5.734 -1.134 -0.928
C -4.890 -0.185 0.669
N -3.563 -0.725 0.229
S -3.189 -0.533 -1.170
O -3.143 -1.870 -1.668
O -3.969 0.577 -1.967
C -1.526 0.220 -1.124
C -0.353 -0.684 -1.217
C 0.805 0.118 -0.981
N 2.009 -0.540 -1.190
C 2.984 0.133 -0.906
N 2.368 1.591 -0.480
C 0.985 1.263 -0.757
C -0.180 2.070 -0.332
C -1.313 1.370 -0.610
H -2.291 2.055 -0.475
H 0.095 3.247 -0.243
C 2.927 2.783 0.027
C 2.962 2.828 1.342
H 1.887 2.872 2.005
H 3.453 3.889 1.785
H 3.535 2.069 2.023
H 2.366 3.733 -0.740
H 4.049 2.817 -0.516
C 4.451 -0.042 -0.788
H 4.922 1.082 -1.447
C 4.802 -1.266 -1.200
H 5.982 -1.237 -1.464
H 4.339 -1.358 -2.271
C 4.637 -2.366 -0.406
O 5.614 -2.786 0.350
O 3.394 -2.859 -0.126
H 2.745 -2.214 -0.593
H 4.866 0.488 0.266
H -0.503 -1.657 -1.676
C -2.999 -1.630 1.377
C -2.022 -1.102 2.172
H -1.683 -1.860 2.783
H -1.127 -0.659 1.838
H -2.644 -0.427 3.110
H -3.875 -2.283 1.629
H -2.540 -2.435 0.415
H -5.125 0.027 1.709
H -4.939 0.754 0.210
H -5.786 -2.226 0.667

Calculated values
- HOMO energy: -8.86 eV
- ΔE to the lowest compared entry with this formula, charge and spin: 1559.8 kJ/mol
- LUMO: -0.0054 Eh


Entry 6:
Here is C20H31F3N4O4SSi2SnTe as an isolated structure in a non-equilibrium geometry from OMol25. Energies are from ωB97M-V/def2-TZVPD.

Atoms and positions in Å:
Sn 0.025 -0.762 1.000
N -4.201 5.207 -2.955
C -3.616 4.003 -3.008
C -2.309 3.825 -2.505
C -1.713 2.590 -2.518
C -2.377 1.496 -3.086
C -3.655 1.662 -3.628
C -4.269 2.886 -3.570
S -2.484 1.079 -0.111
O -1.935 2.420 0.464
O -3.705 1.031 -0.788
N -1.271 0.346 -0.753
C -1.149 -0.246 -1.953
N -0.353 -1.302 -1.955
C -0.192 -1.992 -3.077
C -0.907 -1.664 -4.228
C -1.672 -0.524 -4.203
N -1.748 0.234 -3.083
H -3.735 5.980 -2.510
H -5.150 5.339 -3.261
H -1.774 4.684 -2.129
H -0.695 2.478 -2.172
H -4.185 0.809 -4.027
H -5.270 2.998 -3.951
H 0.511 -2.813 -3.038
H -0.834 -2.249 -5.130
H -2.183 -0.143 -5.074
C 4.210 -1.492 -2.763
Si 5.209 -0.765 -1.309
C 6.806 -1.674 -0.839
C 5.488 1.105 -1.538
C 3.989 -0.979 0.183
Te 2.343 0.425 0.026
C 2.991 1.716 1.645
Si 3.277 0.984 3.423
C 1.728 -0.046 3.882
C 4.856 -0.087 3.535
C 3.433 2.552 4.484
H 4.636 -1.216 -3.721
H 3.185 -1.119 -2.726
H 4.179 -2.577 -2.727
H 7.518 -1.648 -1.654
H 6.636 -2.716 -0.593
H 7.287 -1.212 0.018
H 6.089 1.314 -2.416
H 6.006 1.536 -0.687
H 4.537 1.626 -1.652
H 4.479 -0.803 1.133
H 3.567 -1.980 0.198
H 2.183 2.441 1.719
H 3.879 2.236 1.283
H 1.568 -0.886 3.182
H 0.837 0.581 3.881
H 1.829 -0.461 4.879
H 4.688 -1.132 3.286
H 5.231 -0.067 4.555
H 5.658 0.285 2.903
H 2.542 3.171 4.423
H 4.274 3.161 4.163
H 3.589 2.313 5.532
F -1.979 1.639 3.976
C -2.139 2.415 2.908
F -3.428 2.682 2.763
F -1.490 3.552 3.125
C -1.568 1.682 1.691
O -2.474 0.559 1.372
O -0.360 1.353 1.750

Calculated values
- HOMO energy: -13.36 eV
- Total charge: +2
- ΔE to the lowest compared entry with this formula, charge and spin: 73.0 kJ/mol
- LUMO: -0.2484 Eh


Entry 7:
Here is a 2-piece molecular cluster, C4H10N2OS overall in a non-equilibrium geometry from OMol25. Energies are from ωB97M-V/def2-TZVPD.

Atoms and positions in Å:
C -2.323 0.866 -0.129
C -2.838 -0.633 -0.270
C -2.062 -0.214 0.875
C 1.768 1.346 0.306
N 0.445 -1.158 0.979
N 2.757 -1.167 -0.169
O 0.966 -0.262 -1.442
S 1.249 -0.417 -0.068
H -1.657 1.192 -0.806
H -3.071 1.623 -0.006
H -3.846 -0.886 -0.026
H -2.512 -1.271 -1.106
H -0.608 -0.718 1.230
H 0.923 1.841 -0.151
H 1.871 1.596 1.441
H 2.739 1.583 -0.067
H 3.229 -1.830 0.564
H 2.970 -1.491 -1.158

Calculated values
- HOMO energy (spin up / spin down): -8.86 / -8.87 eV
- ΔE to the lowest compared entry with this formula, charge and spin: 813.6 kJ/mol
- LUMO (spin up / spin down): -0.0373 / -0.0373 Eh


Entry 8:
Here is one molecule with the formula C3H5N3 in a non-equilibrium geometry from OMol25. Energies are from ωB97M-V/def2-TZVPD.

Atoms and positions in Å:
H 1.745 1.265 1.366
N 1.526 1.000 0.415
C 0.408 0.416 0.276
N -0.455 0.085 1.300
C -0.097 0.135 -1.139
C -0.686 -1.217 -1.271
N -1.135 -2.280 -1.120
H -0.118 0.197 2.233
H -1.144 -0.652 1.190
H 0.761 0.168 -1.847
H -0.806 0.883 -1.404

Calculated values
- HOMO energy: -9.85 eV
- ΔE to the lowest compared entry with this formula, charge and spin: 44.2 kJ/mol
- SMILES: [H]/N=C(\N)CC#N
- LUMO: 0.0285 Eh


Entry 9:
Here is a 2-piece molecular cluster, C8H8O4 overall in a non-equilibrium geometry from OMol25. Energies are from ωB97M-V/def2-TZVPD.

Atoms and positions in Å:
O -0.671 0.386 -1.831
C -0.818 0.174 -0.718
C -1.238 0.776 0.602
C -2.625 0.766 0.482
C -2.796 -0.562 0.124
C -1.267 -0.831 0.196
C -0.566 -1.035 1.521
C -0.484 0.297 1.737
H -3.244 1.605 0.283
H -3.541 -1.198 -0.293
H -0.217 -1.873 1.942
H -0.070 0.915 2.494
O 1.787 -1.058 -1.543
C 2.704 -0.401 -0.664
O 2.581 0.998 -0.630
O 1.414 1.520 0.011
H 1.896 -0.831 -2.453
H 3.730 -0.566 -0.990
H 2.474 -0.819 0.347
H 0.953 1.736 -0.616

Calculated values
- HOMO energy: -8.71 eV
- ΔE to the lowest compared entry with this formula, charge and spin: 1066.1 kJ/mol
- SMILES: O=C1[C@]23C=C[C@]12C=C3.OCOO
- LUMO: 0.0337 Eh


Asked for E across the records above, the calculation gives -5886.94612; -2644.46616; -531.32458; -5579.95441; -1486.35195; -3059.28637; -741.06810; -281.57322; -610.21675 Ha in order.